[1]
Here is C50H56AuN5O2P2SSi2 as an isolated structure from the Open Molecules 2025 dataset. Energies are from wB97M-V/def2-TZVPD.

The geometry in XYZ format:
```
119
Properties=species:S:1:pos:R:3
Au 0.1945 -0.8109 -0.8887
C -0.8536 3.8390 -1.7633
Si 0.7593 2.9875 -1.3049
C 1.9099 4.2562 -0.5291
C 1.5215 2.3267 -2.8839
N 0.4637 1.6921 -0.2464
P 0.0340 1.2824 1.1874
C 0.0209 -0.4813 1.1467
P -0.5258 -2.0243 1.8224
N -0.5925 -3.0207 0.6416
Si -0.2472 -4.6536 0.3052
C -1.6142 -5.7817 0.9531
C 1.3817 -5.1975 1.0620
C -0.1565 -4.8405 -1.5542
C -2.1488 -1.7019 2.5589
C -3.2869 -2.1324 1.8859
C -4.5462 -1.8174 2.3786
C -4.6685 -1.0736 3.5443
C -3.5331 -0.6537 4.2263
C -2.2755 -0.9713 3.7377
C 0.5156 -2.4300 3.2393
C 1.7288 -1.7820 3.4454
C 2.5275 -2.1342 4.5257
C 2.1202 -3.1359 5.3930
C 0.9117 -3.7915 5.1852
C 0.1106 -3.4379 4.1129
C 1.1329 1.7195 2.5471
C 0.6862 2.0004 3.8362
C 1.6008 2.1452 4.8693
C 2.9595 1.9966 4.6224
C 3.4077 1.7109 3.3396
C 2.4971 1.5773 2.3032
C -1.5827 2.0083 1.5674
C -2.7807 1.3560 1.3147
C -3.9860 2.0396 1.4144
C -4.0015 3.3803 1.7638
C -2.8053 4.0448 2.0077
C -1.6038 3.3643 1.9027
H -0.6778 4.7112 -2.3995
H -1.4027 4.1713 -0.8783
H -1.5031 3.1494 -2.3089
H 2.1432 5.0408 -1.2554
H 2.8517 3.7948 -0.2212
H 1.4707 4.7392 0.3475
H 1.5206 3.0657 -3.6906
H 0.9668 1.4409 -3.2093
H 2.5429 1.9942 -2.7097
H -1.5025 -5.9655 2.0252
H -1.6137 -6.7535 0.4526
H -2.5957 -5.3271 0.7964
H 1.3150 -5.2991 2.1479
H 2.1765 -4.4827 0.8381
H 1.6773 -6.1695 0.6550
H -1.1249 -4.6148 -2.0091
H 0.1345 -5.8525 -1.8479
H 0.5708 -4.1374 -1.9689
H -3.1700 -2.7104 0.9763
H -5.4323 -2.1554 1.8559
H -5.6505 -0.8257 3.9272
H -3.6292 -0.0784 5.1382
H -1.3886 -0.6454 4.2712
H 2.0688 -1.0300 2.7456
H 3.4717 -1.6267 4.6768
H 2.7453 -3.4135 6.2324
H 0.5961 -4.5779 5.8588
H -0.8369 -3.9437 3.9585
H -0.3741 2.0977 4.0378
H 1.2518 2.3663 5.8699
H 3.6702 2.0996 5.4328
H 4.4623 1.5676 3.1398
H 2.8437 1.3280 1.3071
H -2.7886 0.3149 1.0289
H -4.9126 1.5138 1.2198
H -4.9417 3.9115 1.8413
H -2.8083 5.0944 2.2723
H -0.6726 3.8943 2.0744
C 6.5391 1.0906 1.2766
C 5.6502 0.6663 0.1440
C 5.8659 1.1078 -1.1571
C 4.9711 0.6558 -2.1068
N 3.9579 -0.1592 -1.8378
C 3.8127 -0.5282 -0.5559
S 2.5745 -1.6472 -0.0851
N 4.6331 -0.1307 0.4415
H 7.5891 1.0763 0.9836
H 6.3867 0.4303 2.1273
H 6.3010 2.1127 1.5816
H 6.6834 1.7663 -1.4152
H 5.0764 0.9629 -3.1435
C 3.8592 -1.7080 -5.1007
O 2.6701 -1.5403 -5.8725
C 1.6157 -2.3313 -5.5258
C 1.7093 -3.6878 -5.2569
C 0.5579 -4.4098 -4.9844
C -0.6832 -3.7927 -4.9881
C -0.7798 -2.4348 -5.2323
C 0.3717 -1.7058 -5.4830
N 0.3592 -0.3257 -5.7975
C -0.4955 0.6232 -5.4993
C -1.4872 0.6833 -4.5084
C -2.5343 1.6296 -4.6969
C -3.5144 1.7930 -3.7695
C -3.4572 1.0311 -2.5785
C -2.4364 0.1660 -2.3239
C -1.3685 -0.0205 -3.2568
O -0.3288 -0.7126 -2.9957
H 4.2945 -2.6966 -5.2498
H 3.6404 -1.5430 -4.0440
H 4.5540 -0.9605 -5.4715
H 2.6738 -4.1752 -5.2605
H 0.6353 -5.4648 -4.7582
H -1.5770 -4.3625 -4.7764
H -1.7403 -1.9390 -5.2246
H 1.1071 -0.0717 -6.4298
H -0.3892 1.5017 -6.1302
H -2.5450 2.2083 -5.6137
H -4.3173 2.4994 -3.9249
H -4.2337 1.1600 -1.8333
H -2.3906 -0.3891 -1.3925
```

Summary:
* electronic energy: -113166.466 eV
* 2S+1: 3
* energy relative to the best compared isomer or geometry (same formula, charge and spin): 0.486 eV
* orbital gap (alpha / beta): 5.9 / 6.1 eV
* HOMO level (alpha / beta): -6.65 / -7.13 eV
* <S²>: 2.015

=====

[2]
Here is C50H57BFMgN9O4PS as an isolated structure in a non-equilibrium geometry from the Open Molecules 2025 dataset. Energies are from wB97M-V/def2-TZVPD.

The geometry in XYZ format:
```
125
Properties=species:S:1:pos:R:3
Mg -0.3329 -0.7618 -0.0866
C -3.6696 0.4986 -2.4447
C -2.2956 0.5269 -2.2131
N -1.9983 -0.1754 -1.1359
N -3.1343 -0.6718 -0.6608
C -4.1654 -0.2846 -1.4219
B -3.1728 -1.5046 0.6130
N -2.2731 -2.7158 0.3873
C -2.4379 -3.9762 0.8094
C -1.4389 -4.7459 0.2468
C -0.7030 -3.8403 -0.5184
N -1.2240 -2.6330 -0.4154
N -2.5764 -0.6330 1.7166
C -3.1277 -0.1549 2.8396
C -2.2124 0.6941 3.4313
C -1.1143 0.6674 2.5725
N -1.3607 -0.1385 1.5558
H -4.2225 0.9845 -3.2241
H -1.5215 1.0102 -2.7736
H -5.1706 -0.5961 -1.2081
H -4.2786 -1.8414 0.8845
H -3.2379 -4.2412 1.4726
H -1.2765 -5.7992 0.3619
H 0.1638 -4.0100 -1.1283
H -4.1146 -0.4460 3.1431
H -2.3248 1.2580 4.3355
H -0.1895 1.2057 2.6403
F 1.5905 -6.3264 3.3715
C 1.9809 -5.0518 3.6317
C 1.5293 -4.0529 2.8093
C 1.9906 -2.7489 2.9781
C 1.5227 -1.7165 2.0361
O 0.6237 -1.9786 1.2445
C 2.2193 -0.4671 2.1420
C 3.0929 -0.2629 3.1552
N 3.3972 -1.1824 4.1152
C 4.2928 -0.8023 5.1690
C 4.0778 0.5205 5.8331
C 3.8061 -0.7405 6.5910
C 2.9066 -2.4582 4.0071
C 3.2950 -3.4897 4.8747
C 2.8546 -4.7912 4.6944
N 3.2952 -5.7876 5.6003
C 2.4896 -6.9766 5.7647
C 2.8289 -7.6199 7.1064
N 4.2721 -7.9758 7.1083
C 5.0923 -6.7530 6.9112
C 4.7025 -6.1151 5.5791
C 2.0432 0.6370 1.0777
O 2.9686 1.4366 0.9939
O 0.9999 0.6073 0.3916
H 0.8358 -4.2607 2.0075
H 3.5956 0.6930 3.2243
H 5.3159 -1.1232 4.9980
H 3.2257 1.0994 5.5158
H 4.9376 1.1181 6.0871
H 2.7733 -0.9942 6.7788
H 4.4915 -1.0357 7.3743
H 3.9542 -3.2793 5.7000
H 2.6525 -7.7174 4.9662
H 1.4359 -6.6993 5.7595
H 2.2263 -8.5157 7.2570
H 2.6462 -6.9159 7.9185
H 4.4466 -8.6189 6.3234
H 4.5259 -8.4508 7.9805
H 6.1504 -7.0134 6.9205
H 4.8798 -6.0673 7.7319
H 4.9483 -6.8159 4.7622
H 5.2848 -5.2084 5.4245
C 4.8296 1.0574 -1.7032
C 4.2434 0.4284 -2.9619
C 3.2976 -0.7148 -2.6256
S 1.6387 -0.0501 -2.1247
O 1.0117 -1.2209 -1.4648
C 0.8832 -0.0561 -3.8245
C 0.0419 -1.2941 -4.0854
C 0.8199 -2.3826 -4.8144
H 5.3981 1.9514 -1.9463
H 5.4991 0.3551 -1.2093
H 4.0468 1.3258 -0.9977
H 5.0534 0.0472 -3.5898
H 3.7039 1.1845 -3.5387
H 3.6602 -1.2829 -1.7692
H 3.1582 -1.3840 -3.4684
H 1.6872 0.0441 -4.5497
H 0.2767 0.8469 -3.8609
H -0.8391 -1.0223 -4.6700
H -0.3110 -1.6827 -3.1262
H 1.2612 -1.9954 -5.7312
H 0.1593 -3.2058 -5.0699
H 1.6130 -2.7727 -4.1835
C 0.7615 3.5741 -5.6669
C 1.7605 3.6870 -4.7141
C 1.4603 3.5629 -3.3690
C 0.1518 3.3480 -2.9435
C -0.8430 3.2282 -3.9159
C -0.5423 3.3465 -5.2599
P -0.1895 2.9035 -1.1832
C 0.6686 4.2757 -0.3041
C 2.0505 4.2106 -0.1528
C 2.7394 5.2280 0.4827
C 2.0559 6.3185 0.9978
C 0.6744 6.3511 0.9235
C -0.0147 5.3363 0.2839
C -1.9172 3.5189 -1.0310
C -2.7414 2.8494 -0.1343
C -4.0566 3.2431 0.0468
C -4.5552 4.3195 -0.6663
C -3.7321 5.0133 -1.5388
C -2.4175 4.6224 -1.7158
H 0.9959 3.6658 -6.7169
H 2.7824 3.8612 -5.0198
H 2.2534 3.6441 -2.6413
H -1.8678 3.0658 -3.6185
H -1.3268 3.2417 -5.9955
H 2.5841 3.3361 -0.4891
H 3.8128 5.1617 0.5882
H 2.5937 7.1283 1.4724
H 0.1224 7.1707 1.3662
H -1.0933 5.3725 0.2623
H -2.3347 2.0201 0.4264
H -4.6885 2.7114 0.7450
H -5.5843 4.6229 -0.5424
H -4.1099 5.8679 -2.0798
H -1.7713 5.1845 -2.3735
```

Summary:
* electronic energy: -103338.165 eV
* 2S+1: 1
* orbital gap: 5.6 eV
* HOMO level: -8.83 eV
* charge: +1

=====

What is the electronic energy in the first record? -113166.466 eV

=====

Among the records above, which one has the lowest 2S+1? C50H57BFMgN9O4PS